The following is a quantum chemistry calculation of a molecular structure, C37H57FeN4O4PS2Te at a distorted geometry, from the OMol25 dataset.

CARTESIAN COORDINATES (ANGSTROEM)
Fe (0.166, 0.643, -0.372)
N (2.615, 0.922, 1.742)
C (2.504, 0.643, 3.207)
C (2.091, -0.815, 3.378)
C (0.657, -1.110, 2.928)
N (0.529, -1.078, 1.461)
C (-0.323, -0.131, 3.575)
C (0.037, 1.340, 3.367)
N (-0.206, 1.716, 1.964)
C (1.481, 1.606, 3.801)
H (3.263, 0.324, 1.222)
H (2.801, 1.895, 1.490)
H (1.688, 0.701, 1.353)
H (3.488, 0.817, 3.644)
H (2.172, -1.051, 4.442)
H (2.799, -1.468, 2.858)
H (0.406, -2.109, 3.303)
H (-0.459, -1.145, 1.181)
H (1.011, -1.874, 1.053)
H (-0.343, -0.333, 4.650)
H (-1.331, -0.326, 3.197)
H (-0.601, 1.934, 4.033)
H (-0.036, 2.706, 1.812)
H (-1.190, 1.574, 1.755)
H (1.526, 1.488, 4.886)
H (1.767, 2.641, 3.590)
C (3.525, 3.492, -4.409)
C (2.252, 2.697, -4.212)
O (2.462, 1.470, -3.474)
P (2.733, 1.441, -1.919)
S (2.477, -0.415, -1.243)
S (1.665, 2.772, -0.915)
O (4.303, 1.807, -1.898)
C (5.001, 2.162, -0.713)
C (6.313, 2.802, -1.106)
H (3.369, 4.223, -5.205)
H (4.346, 2.837, -4.698)
H (3.810, 4.025, -3.504)
H (1.844, 2.365, -5.165)
H (1.490, 3.279, -3.692)
H (5.180, 1.255, -0.122)
H (4.388, 2.855, -0.128)
H (6.865, 2.148, -1.781)
H (6.926, 2.985, -0.223)
H (6.139, 3.753, -1.609)
C (-2.092, 0.324, -4.153)
C (-1.388, -1.025, -4.286)
C (-0.658, -1.096, -2.957)
O (-0.239, 0.253, -2.695)
C (-1.014, 1.171, -3.490)
H (-2.958, 0.230, -3.494)
H (-2.421, 0.741, -5.105)
H (-0.671, -1.001, -5.111)
H (-2.067, -1.863, -4.443)
H (0.230, -1.730, -2.960)
H (-1.325, -1.400, -2.147)
H (-0.346, 1.616, -4.235)
H (-1.400, 1.941, -2.827)
C (-6.760, -7.057, 4.172)
C (-5.886, -6.008, 3.539)
C (-4.802, -6.356, 2.745)
C (-3.990, -5.395, 2.149)
C (-2.845, -5.883, 1.298)
C (-4.262, -4.030, 2.343)
Te (-3.023, -2.518, 1.423)
N (-1.776, -0.293, 0.037)
C (-2.230, 0.886, -0.127)
O (-1.465, 1.866, -0.626)
C (-3.570, 1.374, 0.365)
C (-4.039, 1.005, 1.622)
C (-5.258, 1.475, 2.095)
C (-6.034, 2.312, 1.306)
C (-5.573, 2.688, 0.049)
C (-4.344, 2.239, -0.406)
C (-4.362, -2.228, -0.197)
C (-5.464, -1.408, 0.042)
C (-6.384, -1.131, -0.955)
C (-6.204, -1.676, -2.218)
C (-5.114, -2.493, -2.458)
C (-4.175, -2.785, -1.466)
C (-3.041, -3.705, -1.837)
C (-5.345, -3.667, 3.161)
C (-5.741, -2.243, 3.473)
C (-6.135, -4.661, 3.736)
H (-6.428, -8.060, 3.907)
H (-7.798, -6.950, 3.850)
H (-6.748, -6.975, 5.261)
H (-4.580, -7.406, 2.583)
H (-2.712, -6.958, 1.420)
H (-1.910, -5.384, 1.550)
H (-3.029, -5.683, 0.241)
H (-3.456, 0.311, 2.215)
H (-5.607, 1.175, 3.076)
H (-6.990, 2.671, 1.666)
H (-6.172, 3.342, -0.572)
H (-3.968, 2.551, -1.373)
H (-5.596, -0.962, 1.019)
H (-7.225, -0.481, -0.746)
H (-6.908, -1.463, -3.013)
H (-4.974, -2.922, -3.445)
H (-2.582, -3.389, -2.774)
H (-3.414, -4.721, -1.992)
H (-2.271, -3.736, -1.071)
H (-5.018, -1.515, 3.115)
H (-5.853, -2.113, 4.552)
H (-6.707, -2.009, 3.018)
H (-6.973, -4.363, 4.361)

Maximum force (eV/A): 1.44
Electronic energy (a.u.): -4633.6220
Multiplicity: 5
Gap between HOMO and LUMO (alpha / beta) (eV): 6.08 / 6.42
⟨S²⟩: 6.01
HOMO (alpha / beta) (eV): -6.298 / -6.635
LUMO (alpha / beta) (hartree): -0.008 / -0.008

***

The following is a quantum chemistry calculation of 2 unconnected molecules or ions with the total composition C2H10N2S2 at a distorted geometry, from the OMol25 dataset.

CARTESIAN COORDINATES (ANGSTROEM)
C (2.369, 0.663, -0.683)
S (1.373, 1.977, -0.028)
S (0.065, 0.739, 1.202)
H (3.448, 0.810, -0.507)
H (2.444, -0.343, -0.316)
H (2.012, 0.688, -1.816)
H (-0.461, 1.636, 1.962)
N (-1.821, -2.587, -1.651)
C (-1.394, -1.503, -0.652)
N (-1.958, -1.672, 0.690)
H (-2.552, -3.232, -1.358)
H (-1.993, -2.012, -2.554)
H (-1.635, -0.549, -1.033)
H (-0.285, -1.675, -0.642)
H (-1.146, -1.312, 1.297)
H (-2.239, -2.625, 0.928)

SMILES: CSS.NCN
Maximum force (eV/A): 3.83
Electronic energy (a.u.): -987.9961
Gap between HOMO and LUMO (eV): 8.51
HOMO (eV): -8.441
LUMO (hartree): 0.003

***

The following is a quantum chemistry calculation of 2 unconnected molecules or ions with the total composition C10H13IOS at a distorted geometry, from the OMol25 dataset.

CARTESIAN COORDINATES (ANGSTROEM)
C (-0.078, -2.226, 2.952)
C (0.841, -1.060, 3.259)
C (0.284, 0.189, 2.654)
C (0.431, 0.339, 1.173)
O (0.842, -0.512, 0.415)
S (0.164, 1.950, 0.628)
C (-0.232, 1.691, -1.131)
C (-1.364, 0.951, -1.379)
C (-1.498, 0.481, -2.699)
C (-0.619, 0.968, -3.703)
C (0.441, 1.808, -3.397)
C (0.654, 2.130, -2.037)
H (0.137, -2.617, 1.828)
H (0.163, -3.085, 3.543)
H (-1.073, -2.015, 3.101)
H (1.712, -1.373, 2.690)
H (1.156, -0.805, 4.352)
H (0.911, 1.047, 3.022)
H (-0.737, 0.418, 3.030)
H (-2.104, 0.518, -0.771)
H (-2.334, -0.134, -3.026)
H (-0.816, 0.750, -4.683)
H (1.064, 2.402, -4.028)
H (1.524, 2.624, -1.700)
I (0.577, -2.492, -2.723)
H (-0.047, -1.945, -1.371)

SMILES: CCCC(=O)Sc1ccccc1.I
Maximum force (eV/A): 3.89
Electronic energy (a.u.): -1159.9178
Gap between HOMO and LUMO (eV): 9.75
HOMO (eV): -9.083
LUMO (hartree): 0.025

***

The following is a quantum chemistry calculation of 7 unconnected molecules or ions with the total composition C30H46BFIO23 at a distorted geometry, from the OMol25 dataset.

CARTESIAN COORDINATES (ANGSTROEM)
C (2.501, 2.021, -2.684)
C (2.609, 0.904, -3.731)
C (1.783, 1.178, -4.982)
C (0.271, 1.285, -4.700)
O (-0.076, 0.672, -3.469)
C (-1.301, 1.128, -3.055)
O (-1.288, 2.403, -2.514)
B (-2.459, 2.496, -1.606)
C (-3.415, 3.799, -1.717)
C (-4.431, 3.796, -2.870)
C (-5.617, 2.810, -2.686)
C (-5.624, 1.712, -3.761)
O (-5.644, 0.448, -3.105)
O (-3.068, 1.131, -1.686)
C (-2.005, 0.334, -1.903)
I (-2.726, -1.645, -2.392)
C (-1.023, 0.167, -0.699)
C (-0.208, -1.095, -0.656)
O (-0.389, -1.904, 0.140)
F (0.775, -1.279, -1.509)
H (1.460, 2.192, -2.431)
H (3.002, 1.681, -1.780)
H (2.947, 2.935, -3.062)
H (3.658, 0.842, -4.036)
H (2.326, -0.042, -3.280)
H (1.916, 0.336, -5.656)
H (2.091, 2.099, -5.466)
H (-0.254, 0.806, -5.529)
H (0.000, 2.337, -4.717)
H (-2.077, 1.139, -3.839)
H (-2.032, 2.554, -0.431)
H (-3.874, 3.971, -0.744)
H (-2.740, 4.640, -1.896)
H (-4.877, 4.797, -2.905)
H (-3.946, 3.681, -3.834)
H (-5.644, 2.377, -1.696)
H (-6.527, 3.382, -2.852)
H (-6.490, 1.819, -4.422)
H (-4.747, 1.784, -4.405)
H (-5.409, -0.240, -3.740)
H (-0.335, 1.010, -0.706)
H (-1.602, 0.233, 0.211)
C (5.083, 2.175, -8.060)
C (4.471, 0.827, -8.367)
O (3.090, 1.042, -8.084)
C (2.840, 2.374, -8.195)
O (1.761, 2.862, -8.185)
O (4.003, 3.072, -8.323)
H (5.938, 2.406, -8.691)
H (5.375, 2.272, -7.013)
H (4.577, 0.549, -9.419)
H (4.871, 0.028, -7.747)
C (-3.538, -2.117, 2.392)
C (-2.195, -2.640, 2.787)
O (-2.248, -2.595, 4.222)
C (-3.554, -2.627, 4.585)
O (-3.939, -2.767, 5.705)
O (-4.368, -2.473, 3.509)
H (-3.918, -2.551, 1.471)
H (-3.533, -1.030, 2.295)
H (-2.036, -3.674, 2.475)
H (-1.387, -2.024, 2.403)
C (2.925, -1.888, 2.450)
C (2.296, -2.917, 1.553)
O (2.537, -4.142, 2.266)
C (2.705, -3.831, 3.574)
O (2.762, -4.627, 4.457)
O (2.802, -2.486, 3.747)
H (2.414, -0.933, 2.406)
H (3.986, -1.733, 2.235)
H (1.223, -2.769, 1.447)
H (2.747, -2.949, 0.565)
C (2.402, 2.000, 4.265)
C (2.030, 3.329, 3.654)
O (2.135, 3.063, 2.253)
C (1.983, 1.731, 2.068)
O (1.855, 1.198, 1.014)
O (2.001, 1.070, 3.259)
H (1.882, 1.806, 5.201)
H (3.474, 1.902, 4.426)
H (1.003, 3.623, 3.882)
H (2.702, 4.131, 3.949)
C (6.980, 0.080, 4.220)
C (7.099, 0.614, 5.628)
O (6.816, 2.007, 5.456)
C (6.083, 2.143, 4.323)
O (5.545, 3.148, 3.987)
O (6.040, 0.981, 3.628)
H (6.610, -0.942, 4.183)
H (7.919, 0.139, 3.667)
H (6.356, 0.185, 6.302)
H (8.089, 0.471, 6.055)
C (-5.966, -5.578, 5.392)
C (-5.852, -5.763, 6.884)
O (-6.793, -6.814, 7.136)
C (-6.954, -7.517, 5.984)
O (-7.539, -8.548, 5.901)
O (-6.357, -6.882, 4.944)
H (-5.030, -5.275, 4.933)
H (-6.744, -4.864, 5.117)
H (-4.858, -6.096, 7.190)
H (-6.111, -4.868, 7.442)

Maximum force (eV/A): 5.10
Electronic energy (a.u.): -3323.8417
Gap between HOMO and LUMO (eV): 6.36
Net charge: -1
HOMO (eV): -4.755
LUMO (hartree): 0.059